1.
# C36H41Cl2GeN4OReS2

A molecular structure, C36H41Cl2GeN4OReS2 (the ωB97M-V functional and the def2-TZVPD basis, the OMol25 dataset).

```
88
Properties=species:S:1:pos:R:3:mulliken_charge:R:1
Re -0.121 -0.349 -0.261 1.79
S -1.928 -0.492 1.145 -0.14
C -3.178 -1.287 0.227 0.32
N -4.218 -1.818 0.762 0.16
C -5.250 -2.435 -0.099 -0.68
C -5.394 -1.644 -1.364 -0.64
N -4.067 -1.472 -1.998 0.16
C -4.058 -1.499 -3.490 -1.27
C -4.438 -2.877 -3.969 0.72
C -5.618 -3.069 -4.675 -0.30
C -5.963 -4.341 -5.113 -0.64
C -5.134 -5.417 -4.836 -0.47
C -3.953 -5.227 -4.127 -0.76
C -3.603 -3.958 -3.696 -0.16
C -3.030 -1.315 -1.259 0.41
S -1.434 -1.090 -1.938 -0.34
C -4.499 -1.847 2.224 -1.33
C -5.692 -0.974 2.518 0.74
C -5.618 0.399 2.294 -0.18
C -6.718 1.202 2.551 -0.81
C -7.892 0.635 3.036 -0.46
C -7.964 -0.730 3.264 -0.64
C -6.866 -1.538 3.001 -0.31
H -6.187 -2.426 0.454 0.48
H -4.957 -3.468 -0.298 0.33
H -5.816 -0.653 -1.181 0.33
H -6.025 -2.180 -2.070 0.49
H -3.076 -1.190 -3.834 0.49
H -4.789 -0.755 -3.810 0.43
H -6.261 -2.225 -4.906 0.43
H -6.875 -4.488 -5.676 0.42
H -5.403 -6.407 -5.180 0.42
H -3.301 -6.067 -3.927 0.43
H -2.664 -3.809 -3.168 0.37
H -3.603 -1.532 2.746 0.51
H -4.704 -2.889 2.474 0.43
H -4.695 0.850 1.937 0.39
H -6.661 2.270 2.385 0.44
H -8.748 1.263 3.242 0.43
H -8.875 -1.168 3.652 0.42
H -6.923 -2.605 3.191 0.42
Cl 2.679 -3.997 1.328 -0.16
C 3.117 -2.898 0.103 0.53
C 4.348 -3.037 -0.573 -0.47
C 4.714 -2.148 -1.545 0.53
Cl 6.215 -2.327 -2.339 -0.17
C 3.853 -1.071 -1.920 -0.51
C 4.107 -0.111 -2.920 -0.66
C 3.165 0.856 -3.180 -1.08
C 1.962 0.871 -2.470 -0.17
N 1.687 -0.023 -1.526 0.12
C 2.636 -0.970 -1.245 0.83
C 2.301 -1.852 -0.223 -0.05
O 1.081 -1.602 0.348 -0.84
H 5.000 -3.858 -0.307 0.50
H 5.037 -0.144 -3.474 0.52
H 3.332 1.609 -3.938 0.46
H 1.211 1.623 -2.677 0.54
C 5.331 3.709 3.002 -1.42
C 4.153 2.981 2.365 -0.25
C 4.192 1.479 2.620 -0.90
C 3.014 0.719 1.980 -0.24
Ge 1.268 1.176 2.662 -0.60
C 0.390 0.021 3.919 -0.57
C 1.186 0.018 5.242 -0.67
C 1.146 1.374 5.938 -0.62
C 1.882 2.439 5.138 -0.59
H 5.279 4.780 2.814 0.39
H 6.277 3.345 2.600 0.36
H 5.351 3.559 4.084 0.31
H 4.145 3.160 1.285 0.39
H 3.215 3.404 2.746 0.32
H 4.242 1.270 3.690 0.23
H 5.108 1.060 2.196 0.54
H 3.132 -0.359 2.102 0.51
H 2.988 0.951 0.910 0.23
H 0.544 2.373 2.053 0.30
H 0.358 -0.985 3.494 0.48
H -0.634 0.366 4.070 0.43
H 2.229 -0.260 5.056 0.32
H 0.770 -0.763 5.878 0.40
H 1.623 1.297 6.915 0.38
H 0.112 1.676 6.120 0.33
H 2.927 2.181 4.974 0.14
H 1.856 3.426 5.602 0.44
H 1.387 2.663 4.153 0.14
N -0.269 2.811 -0.695 -0.55
C -0.213 1.664 -0.539 -0.01
```

Computed properties:
HOMO (spin up / spin down) in eV: -16.0 / -16.0
LUMO energy (spin up / spin down) in hartree: -0.37912 / -0.37407
Largest force on an atom in Eh/bohr: 0.0243
⟨S²⟩: 0.76
Frontier orbital gap (spin up / spin down) in eV: 5.67 / 5.82
Relative energy (zero: lowest compared OMol25 entry of this formula, charge and spin) in kJ/mol: 36.33
2S+1: 2
Total charge: +3

2.
# C36H41IN4O2Pt

A molecular structure, C36H41IN4O2Pt (the ωB97M-V functional and the def2-TZVPD basis, the OMol25 dataset).

```
85
Properties=species:S:1:pos:R:3:mulliken_charge:R:1
Pt -0.448 -0.411 0.621 0.91
C 3.845 0.041 -1.124 -1.69
C 3.152 -0.527 0.118 2.98
C 3.809 -1.853 0.523 -1.61
C 3.142 0.450 1.284 0.49
C 4.204 1.327 1.457 -0.69
C 4.221 2.218 2.519 -1.40
C 3.162 2.231 3.400 -0.88
C 2.063 1.377 3.264 0.72
C 1.010 1.565 4.362 0.58
C 0.284 2.905 4.179 -1.16
C -0.005 0.449 4.599 -1.51
C 2.076 0.465 2.201 -0.72
N 1.052 -0.522 1.989 1.10
C 1.169 -1.718 2.602 -0.47
O 1.907 -2.039 3.524 -0.75
C 0.284 -2.763 1.957 0.32
C 0.281 -4.109 2.254 -0.60
C -0.541 -4.945 1.507 -0.52
C -1.330 -4.433 0.478 -0.55
C -1.284 -3.078 0.237 0.40
N -0.488 -2.310 0.975 -0.04
C -1.980 -2.351 -0.903 -0.31
O -2.814 -2.943 -1.572 -0.73
N -1.477 -1.106 -1.057 0.83
C -1.615 -0.472 -2.337 -1.12
C -2.580 0.516 -2.551 0.94
C -2.688 1.086 -3.817 -0.64
C -1.855 0.692 -4.850 -1.35
C -0.898 -0.280 -4.621 -0.61
C -0.754 -0.870 -3.367 0.68
C 0.333 -1.910 -3.141 1.81
C -0.135 -3.308 -3.563 -1.58
C 1.635 -1.568 -3.873 -1.93
C -3.546 0.907 -1.447 1.97
C -4.020 2.356 -1.545 -2.08
C -4.746 -0.051 -1.427 -1.53
H 3.616 -0.578 -1.993 0.25
H 4.931 0.047 -1.009 0.44
H 3.519 1.062 -1.339 0.37
H 2.116 -0.734 -0.149 -1.60
H 4.886 -1.710 0.650 0.42
H 3.657 -2.611 -0.251 0.31
H 3.416 -2.236 1.466 0.34
H 5.039 1.305 0.767 0.35
H 5.061 2.887 2.662 0.39
H 3.181 2.916 4.243 0.49
H 1.592 1.656 5.283 0.53
H -0.407 2.862 3.338 0.10
H 0.985 3.722 3.994 0.38
H -0.293 3.149 5.075 0.46
H -0.637 0.284 3.727 0.04
H -0.650 0.733 5.435 0.50
H 0.485 -0.493 4.850 0.33
H 0.909 -4.463 3.059 0.56
H -0.573 -6.005 1.729 0.43
H -1.976 -5.049 -0.131 0.54
H -3.448 1.836 -4.006 0.33
H -1.953 1.140 -5.832 0.38
H -0.244 -0.582 -5.432 0.33
H 0.550 -1.923 -2.071 -0.74
H -0.296 -3.334 -4.645 0.38
H -1.072 -3.592 -3.082 0.30
H 0.624 -4.056 -3.314 0.40
H 1.549 -1.752 -4.947 0.46
H 2.448 -2.197 -3.502 0.43
H 1.917 -0.523 -3.729 0.45
H -3.021 0.780 -0.500 -0.51
H -4.722 2.489 -2.372 0.51
H -3.186 3.047 -1.698 0.43
H -4.543 2.646 -0.630 0.36
H -5.419 0.173 -2.261 0.36
H -5.314 0.056 -0.497 0.37
H -4.424 -1.088 -1.521 0.29
I 0.698 5.150 -1.301 0.11
C -0.437 3.839 -0.169 -0.80
C -1.610 4.242 0.435 -0.37
C -2.303 3.325 1.208 -0.94
C -1.814 2.042 1.333 -0.52
N -0.683 1.651 0.732 1.37
C 0.000 2.533 0.002 0.05
H -1.983 5.250 0.299 0.46
H -3.215 3.602 1.718 0.54
H -2.310 1.302 1.944 0.28
H 0.929 2.182 -0.427 0.40
```

Computed properties:
HOMO in eV: -7.9
LUMO energy in hartree: -0.01474
Largest force on an atom in Eh/bohr: 0.0205
Frontier orbital gap in eV: 7.46
Relative energy (zero: lowest compared OMol25 entry of this formula, charge and spin) in kJ/mol: 53.53
2S+1: 1
Total charge: 0

3.
# C36H42BiCl5N3O3P2S4

A molecular structure, C36H42BiCl5N3O3P2S4 (the ωB97M-V functional and the def2-TZVPD basis, the OMol25 dataset).

```
96
Properties=species:S:1:pos:R:3:mulliken_charge:R:1
Bi 0.370 1.120 0.301 2.32
C 0.115 2.281 -5.857 -0.64
S 1.463 1.931 -4.754 0.01
C 0.702 1.866 -3.197 0.34
S 1.779 1.418 -1.900 -0.39
N -0.564 2.280 -3.090 -1.48
N -1.088 2.053 -1.814 1.06
C -2.371 2.018 -1.822 -1.58
C -3.106 1.881 -0.499 1.18
C -4.479 1.760 -0.472 -0.87
C -5.105 1.497 0.760 -0.79
C -4.345 1.311 1.895 -1.23
C -2.991 1.473 1.765 -0.37
N -2.337 1.715 0.632 0.50
H -0.679 1.576 -5.660 0.11
H 0.571 2.150 -6.904 0.32
H -0.212 3.347 -5.852 0.28
H -2.874 2.180 -2.757 0.41
H -4.955 2.096 -1.425 0.44
H -6.142 1.527 0.841 0.55
H -4.593 1.150 2.899 0.58
H -2.410 1.207 2.637 0.37
Cl 7.099 -1.321 3.369 -0.18
C 5.799 -0.621 2.479 0.07
C 4.464 -0.894 2.823 -0.03
Cl 4.133 -1.969 4.125 -0.19
C 3.421 -0.200 2.215 0.92
Cl 1.856 -0.474 2.766 -0.11
C 3.617 0.875 1.300 -1.37
O 2.626 1.551 0.830 -0.01
C 4.956 0.904 0.819 0.28
Cl 5.197 1.800 -0.623 -0.18
C 5.974 0.263 1.449 0.46
Cl 7.565 0.607 0.885 -0.20
C 1.529 4.508 -0.813 -1.26
P 0.603 3.833 0.560 0.91
C -0.975 4.652 0.564 -1.18
C 1.590 4.205 2.050 -0.89
C 0.733 4.432 3.300 -1.20
P -0.193 2.852 3.674 1.05
C -1.538 3.549 4.726 -1.29
C 0.939 2.033 4.917 -1.45
H 1.805 5.600 -0.725 0.46
H 1.062 4.350 -1.816 0.22
H 2.456 3.989 -0.610 0.41
H -0.932 5.696 0.792 0.55
H -1.612 4.288 1.434 0.07
H -1.645 4.303 -0.260 0.30
H 2.042 5.153 1.785 0.57
H 2.307 3.458 2.142 0.18
H 0.011 5.208 3.079 0.42
H 1.410 4.802 4.164 0.48
H -1.223 3.819 5.763 0.39
H -2.393 2.900 4.802 0.37
H -1.782 4.518 4.268 0.37
H 1.014 2.631 5.817 0.47
H 2.014 1.956 4.527 0.21
H 0.612 1.062 5.198 0.44
O -1.216 -2.820 1.983 -0.32
S -0.876 -4.229 2.040 0.07
C -1.536 -5.192 0.556 -1.14
C -1.131 -4.611 -0.775 -0.03
C -2.198 -4.075 -1.712 -0.34
C -2.904 -2.888 -1.142 -1.12
S -2.188 -1.214 -1.379 0.65
O -0.841 -1.033 -0.728 -1.02
C -1.857 -1.388 -3.096 0.65
C -0.639 -1.806 -3.491 -0.33
C -0.439 -2.149 -4.839 -0.62
C -1.411 -1.878 -5.766 -0.63
C -2.675 -1.475 -5.380 -0.83
C -2.939 -1.203 -4.013 -0.73
C 0.820 -4.588 1.573 0.32
C 1.537 -3.611 0.838 0.00
C 2.800 -3.920 0.304 -0.86
C 3.323 -5.204 0.569 -0.54
C 2.639 -6.106 1.324 -0.44
C 1.413 -5.793 1.945 -0.45
H -2.582 -5.459 0.773 0.42
H -1.008 -6.034 0.655 0.66
H -0.587 -5.439 -1.296 0.44
H -0.287 -3.993 -0.537 -0.33
H -2.964 -4.904 -1.823 0.44
H -1.729 -3.864 -2.718 0.12
H -3.008 -2.997 -0.017 0.50
H -3.854 -2.715 -1.551 0.72
H 0.182 -1.920 -2.829 0.48
H 0.581 -2.473 -5.128 0.38
H -1.165 -2.118 -6.767 0.51
H -3.448 -1.470 -6.113 0.47
H -3.901 -0.880 -3.639 0.55
H 1.059 -2.626 0.621 0.58
H 3.237 -3.195 -0.392 0.46
H 4.390 -5.434 0.217 0.28
H 3.098 -7.101 1.442 0.38
H 1.020 -6.352 2.785 0.47
```

Computed properties:
HOMO in eV: -9.9
LUMO energy in hartree: -0.11793
Largest force on an atom in Eh/bohr: 0.0776
Frontier orbital gap in eV: 6.66
Relative energy (zero: lowest compared OMol25 entry of this formula, charge and spin) in kJ/mol: 327.30
2S+1: 1
Total charge: +1

Among the records above, which one has the lowest largest force on an atom? C36H41IN4O2Pt